No. 1
Computed, not measured: a molecular structure, C3H5Br2NO2 in a non-equilibrium geometry, with ωB97M-V/def2-TZVPD.

## Properties
Strongest force on any atom, eV Å⁻¹: 5.4
Total charge: 0
Multiplicity: 3
Relative energy (zero: lowest compared OMol25 entry of this formula, charge and spin), eV: 1.567

CARTESIAN COORDINATES (ANGSTROEM)
C: 1.15519 0.21535 -1.53630
C: 0.22636 0.60701 -0.37094
C: -0.59714 -0.61635 0.21524
N: -1.08267 -0.03850 2.17883
O: -2.20565 -0.30521 2.34908
O: -0.17225 0.37960 2.87975
Br: -2.22107 -1.07261 -0.42752
Br: 0.57999 -2.04101 0.50684
H: 0.59054 -0.27300 -2.46120
H: 1.92879 -0.44592 -1.01452
H: 1.70843 1.08209 -2.01878
H: -0.50627 1.41562 -0.82591
H: 0.59573 1.09293 0.52542

---

No. 2
Computed, not measured: a gas-phase ion, C3H5Br3P (charge +1) in a non-equilibrium geometry, with ωB97M-V/def2-TZVPD.

## Properties
Strongest force on any atom, eV Å⁻¹: 1.9
Total charge: +1
Relative energy (zero: lowest compared OMol25 entry of this formula, charge and spin), eV: 0.000

CARTESIAN COORDINATES (ANGSTROEM)
C: -1.06379 1.66305 -0.70384
C: -0.69425 0.93383 0.35482
C: -0.76417 -0.50584 0.35390
P: 1.30894 -1.23156 0.10870
Br: 2.51842 -0.34202 1.70697
Br: 1.61983 -3.41294 0.18773
Br: 2.15542 -0.51182 -1.78455
H: -1.07476 2.73958 -0.66972
H: -1.40898 1.20909 -1.62016
H: -0.36155 1.41708 1.26526
H: -1.25147 -0.96888 -0.49949
H: -0.98365 -0.98956 1.30037

---

No. 3
Computed, not measured: C3H5BrN4 in the gas phase in a non-equilibrium geometry, with ωB97M-V/def2-TZVPD.

## Properties
Strongest force on any atom, eV Å⁻¹: 1.3
Total charge: 0
Relative energy (zero: lowest compared OMol25 entry of this formula, charge and spin), eV: 5.949

CARTESIAN COORDINATES (ANGSTROEM)
C: -0.91760 1.77810 0.64202
C: -0.03378 -2.07491 0.84223
C: -0.29451 1.25021 -0.45773
N: 0.25874 -0.92483 0.48342
N: 0.11623 -0.08021 -0.47113
N: 0.55843 -2.89976 1.66910
N: 0.11104 1.86113 -1.67732
Br: -1.47635 3.60378 0.42377
H: 0.56633 -0.32256 -1.35714
H: 0.04720 -3.70302 1.99509
H: 1.44476 -2.70573 2.12534
H: -0.20652 1.38595 -2.51384
H: -0.17397 2.83184 -1.70380

---

No. 4
Computed, not measured: a molecular structure, C3H5BrO in a non-equilibrium geometry, with ωB97M-V/def2-TZVPD.

## Properties
Strongest force on any atom, eV Å⁻¹: 4.9
Total charge: 0
Relative energy (zero: lowest compared OMol25 entry of this formula, charge and spin), eV: 1.499

CARTESIAN COORDINATES (ANGSTROEM)
C: 0.07605 0.14065 -0.40235
C: 1.19183 0.16503 0.53153
C: -1.32534 -0.25509 -0.05908
O: 0.60758 1.33334 0.09389
Br: 2.97384 -0.22414 -0.07992
H: 0.43721 -0.03404 -1.75855
H: 1.06788 -0.08149 1.58091
H: -1.71335 0.42591 0.69788
H: -1.34940 -1.27118 0.32927
H: -1.96632 -0.19899 -0.93357

---

No. 5
Computed, not measured: 2 unconnected molecules or ions with the total composition C3H5BrO2 in a non-equilibrium geometry, with ωB97M-V/def2-TZVPD.

## Properties
Strongest force on any atom, eV Å⁻¹: 4.4
Total charge: 0
Relative energy (zero: lowest compared OMol25 entry of this formula, charge and spin), eV: 3.580

CARTESIAN COORDINATES (ANGSTROEM)
C: -0.57596 0.04675 1.19912
C: 0.39560 0.53780 -1.85994
C: -0.11698 -1.32748 1.05556
O: -0.67411 0.91636 0.38931
O: 1.19390 1.44490 -1.39794
Br: -0.81356 1.10372 -3.20485
H: -0.69784 0.43005 2.35852
H: -0.93334 -2.03261 1.02325
H: 0.43900 -1.73494 2.08958
H: 0.52001 -1.62147 0.20715
H: 1.26329 2.23692 -1.85976

---

No. 6
Computed, not measured: a molecular structure, C3H5BrOS in a non-equilibrium geometry, with ωB97M-V/def2-TZVPD.

## Properties
Strongest force on any atom, eV Å⁻¹: 2.5
Total charge: 0
Relative energy (zero: lowest compared OMol25 entry of this formula, charge and spin), eV: 7.889

CARTESIAN COORDINATES (ANGSTROEM)
C: -0.14291 -2.35941 0.74405
C: 1.03460 -0.29118 -0.03561
C: -1.09588 1.26712 -0.26106
O: 1.36905 2.32317 -0.18161
S: 0.56685 1.33261 0.53423
Br: 2.83063 -0.54282 -0.21216
H: 0.62797 -3.09585 0.54746
H: -0.97550 -2.40426 0.04758
H: -1.00244 0.98437 -1.30164
H: -1.54422 2.25242 -0.17625
H: -1.66814 0.53383 0.29502

---

No. 7
Computed, not measured: C3H5BrS in the gas phase in a non-equilibrium geometry, with ωB97M-V/def2-TZVPD.

## Properties
SMILES: CS/C=C/Br
Strongest force on any atom, eV Å⁻¹: 2.9
Total charge: 0
Relative energy (zero: lowest compared OMol25 entry of this formula, charge and spin), eV: 0.865

CARTESIAN COORDINATES (ANGSTROEM)
C: 0.94284 -0.45649 1.09528
C: 1.93670 -0.34979 1.96261
C: -0.87345 0.50969 -0.88659
S: 0.21979 1.01398 0.49109
Br: 2.81914 -1.95993 2.47724
H: 0.58836 -1.28825 0.43495
H: 2.38680 0.53187 2.52891
H: -1.04824 1.38663 -1.57941
H: -1.79864 0.13708 -0.53254
H: -0.39112 -0.26549 -1.34180

---

No. 8
Computed, not measured: 2 unconnected molecules or ions with the total composition C3H5BrS in a non-equilibrium geometry, with ωB97M-V/def2-TZVPD.

## Properties
SMILES: S=CBr.C=C
Strongest force on any atom, eV Å⁻¹: 2.0
Total charge: 0
Relative energy (zero: lowest compared OMol25 entry of this formula, charge and spin), eV: 1.679

CARTESIAN COORDINATES (ANGSTROEM)
C: -0.27359 -0.73116 -1.61865
C: -0.63914 0.45563 -1.11678
C: 1.17830 -0.06430 2.01633
S: 2.35164 0.92224 1.59698
Br: -0.19219 0.24563 3.39685
H: 0.52409 -1.33931 -1.13047
H: -0.82182 -1.14647 -2.43104
H: -1.43631 1.12787 -1.45247
H: -0.19002 0.69602 -0.11437
H: 0.72221 -0.92104 1.43179

---

Question: The highest relative energy (zero: lowest compared OMol25 entry of this formula, charge and spin) belongs to which entry?
Answer: C3H5BrOS

---

Question: What is the total charge in the first record?
Answer: 0